No. 1
Below is a molecular structure, CH2Cl2O2S2 at a distorted geometry, with properties calculated with ωB97M-V/def2-TZVPD.

XYZ file:
```
9
Properties=species:S:1:pos:R:3
Cl -0.17 -2.74 -1.10
Cl 1.85 1.06 -0.69
S 1.14 1.10 1.51
S -0.04 -0.74 -1.55
O 1.92 0.20 2.30
O -0.32 0.46 1.02
C -1.13 0.12 -0.48
H -1.92 -0.54 -0.19
H -1.33 1.07 -0.81
```

Output
- DFT total energy (eV) = -51877.136
- molecular weight (g mol⁻¹) = 181.07
- HOMO-LUMO gap (eV) = 8.228
- HOMO energy (eV) = -9.18

---

No. 2
Below is a molecular structure, C9H20EuF3NO6P3S2 at a distorted geometry, with properties calculated with ωB97M-V/def2-TZVPD.

XYZ file:
```
45
Properties=species:S:1:pos:R:3
Eu -1.78 4.09 1.74
S 1.84 1.52 -0.80
S -1.60 -1.14 -0.33
P 1.42 -1.36 -1.34
P 1.60 -3.22 -0.28
P 0.15 0.18 -0.43
F -3.45 0.86 1.46
F -4.18 0.79 -0.88
F -4.58 2.71 0.48
O 0.39 -4.46 -0.72
O 3.09 -3.94 -0.95
O -0.40 1.18 -4.56
O 3.26 -0.48 1.29
O 1.94 -3.19 1.26
O -0.32 -0.01 3.27
N 0.78 -0.36 1.14
C -0.74 -2.31 2.60
C 0.34 1.30 -3.24
C -3.56 1.63 0.21
C -2.12 2.26 -0.36
C 2.38 1.51 2.54
C 2.09 0.19 1.56
C -0.09 -0.82 2.19
C -0.77 1.67 0.28
C -0.51 0.36 -2.23
H 3.20 1.19 3.35
H 2.80 -0.82 -1.26
H -2.16 2.43 -1.52
H -1.69 0.46 -2.30
H 0.33 2.45 -3.04
H 1.42 0.88 -3.53
H 2.88 -4.83 -1.36
H -0.66 -3.10 1.74
H 2.91 2.34 1.88
H -0.26 -4.58 0.03
H -0.01 2.59 0.30
H -0.40 -0.72 -2.74
H -1.20 -2.48 -0.27
H 1.46 2.78 -1.23
H 1.42 1.91 3.06
H -1.85 -2.15 3.00
H -0.12 -2.69 3.53
H -2.19 3.38 0.06
H 0.00 0.40 -5.09
H -1.03 1.62 1.45
```

Output
- DFT total energy (eV) = -100415.636
- molecular weight (g mol⁻¹) = 604.27
- charge = +2
- ⟨S²⟩ = 12.021
- HOMO-LUMO gap (spin up / spin down) (eV) = 3.105 / 5.078
- multiplicity = 7
- HOMO energy (spin up / spin down) (eV) = -12.38 / -14.35

---

No. 3
Below is a molecular structure, C7H8O2 at a distorted geometry, with properties calculated with ωB97M-V/def2-TZVPD.

XYZ file:
```
17
Properties=species:S:1:pos:R:3
O -0.51 1.94 -0.50
O 2.16 -0.50 0.04
C -2.41 -0.59 0.46
C -0.33 -0.54 -0.42
C 2.20 0.73 0.75
C -2.34 0.67 -0.06
C -1.22 -1.32 0.06
C 1.19 -0.66 -1.00
C -1.08 0.87 -0.47
H -3.16 1.34 0.17
H 1.98 1.62 -0.03
H 3.43 0.85 1.07
H 1.58 0.66 1.95
H -1.25 -2.48 0.04
H 1.26 0.01 -1.76
H 1.47 -1.60 -1.58
H -2.97 -0.99 1.30
```

Output
- DFT total energy (eV) = -11478.461
- ΔE to the lowest compared entry with this formula, charge and spin (kcal per mole) = 117.6
- molecular weight (g mol⁻¹) = 124.14
- HOMO-LUMO gap (eV) = 8.523
- HOMO energy (eV) = -9.35

---

No. 4
Below is 2 unconnected molecules or ions with the total composition C5H10N2O at a distorted geometry, with properties calculated with ωB97M-V/def2-TZVPD.

XYZ file:
```
18
Properties=species:S:1:pos:R:3
O -2.58 -1.43 0.98
N 2.44 -0.24 -1.51
N 0.20 -0.69 -1.74
C -0.37 1.49 0.50
C -0.76 0.10 2.55
C -1.93 -0.53 0.49
C -0.98 0.35 1.26
C 1.42 -1.08 -1.76
H 2.20 0.70 -1.24
H -1.14 2.20 0.20
H -0.46 -1.34 -2.14
H -0.07 0.68 3.15
H -2.18 -0.12 -0.51
H 0.04 1.10 -0.44
H 1.74 -2.06 -2.13
H 3.37 -0.44 -1.81
H 0.38 1.99 1.09
H -1.31 -0.68 3.05
```

Output
- DFT total energy (eV) = -10373.597
- ΔE to the lowest compared entry with this formula, charge and spin (kcal per mole) = 39.4
- molecular weight (g mol⁻¹) = 114.15
- SMILES string = C=C(C)C=O.[H]/N=C/N
- HOMO-LUMO gap (eV) = 10.101
- HOMO energy (eV) = -9.44

---

No. 5
Below is a molecular structure, C43H53N9SSeV at a distorted geometry, with properties calculated with ωB97M-V/def2-TZVPD.

XYZ file:
```
108
Properties=species:S:1:pos:R:3
Se 2.44 0.84 3.89
V 0.47 0.94 -0.24
S -0.62 2.28 1.38
N 0.02 3.72 -0.77
N 2.37 0.93 -0.18
N 0.06 -1.03 0.35
N 0.22 0.27 -1.99
N -5.94 2.44 0.53
N -1.68 4.59 0.52
N 0.85 2.65 -0.90
N -5.82 0.44 -0.62
N -3.05 0.66 -0.77
C 4.50 0.27 0.67
C -5.08 -0.47 -1.23
C -2.62 -0.16 3.48
C -0.23 1.75 -5.40
C 1.29 -0.93 5.86
C -3.70 -0.37 -1.31
C -1.67 2.18 -3.44
C 0.93 -3.74 2.71
C -0.51 0.93 6.85
C -2.29 -0.96 2.22
C 1.57 0.18 -4.00
C -0.13 -3.72 3.60
C -1.69 3.70 -3.67
C -1.12 -2.77 3.45
C -0.44 -0.33 7.43
C -0.27 -1.01 -1.97
C -0.35 -1.66 -0.77
C -3.49 -1.80 1.79
C 0.00 -1.87 1.50
C 2.60 -0.66 -3.27
C 0.46 0.73 -3.33
C 2.47 -2.14 -3.61
C -0.74 3.60 0.27
C 1.24 0.34 5.27
C 2.19 -2.93 0.72
C -5.18 1.47 -0.08
C 5.14 1.16 -0.22
C -3.78 1.58 -0.16
C -1.08 -1.85 2.41
C 2.06 2.86 -1.40
C 0.32 1.26 5.79
C 4.03 -0.19 -3.59
C 3.52 -2.89 1.49
C 2.98 1.90 -0.95
C 1.74 0.41 -5.36
C 0.84 1.18 -6.07
C -0.44 1.55 -4.04
C 0.47 -1.26 6.92
C 3.14 0.18 0.63
C 1.01 -2.84 1.67
C -2.95 1.57 -4.03
C 4.38 1.96 -1.03
C 2.11 -4.20 -0.14
H -1.46 5.46 0.06
H -1.21 1.66 7.23
H -1.76 0.42 3.80
H -3.28 -2.34 0.86
H -2.07 -0.26 1.42
H -3.83 2.04 -3.59
H -2.99 1.71 -5.11
H 2.16 -2.08 0.04
H -0.60 -1.48 -2.89
H -1.67 1.99 -2.37
H -5.62 -1.31 -1.66
H 4.10 0.90 -3.53
H 0.96 1.32 -7.14
H 2.96 -4.26 -0.81
H -3.44 0.54 3.27
H 4.74 -0.62 -2.89
H 0.26 2.25 5.35
H 4.32 -0.49 -4.60
H -0.18 -4.44 4.41
H 2.44 -0.54 -2.20
H 1.49 -2.52 -3.31
H 6.22 1.21 -0.25
H -2.99 0.50 -3.83
H -3.10 -1.13 -1.79
H 2.32 3.79 -1.89
H 2.60 -0.49 1.29
H -0.79 4.16 -3.27
H 1.70 -4.50 2.83
H -0.93 2.37 -5.96
H 3.23 -2.72 -3.09
H 5.07 -0.31 1.37
H -1.08 -0.59 8.26
H 2.58 -0.04 -5.87
H -1.88 4.69 1.51
H 4.35 -2.68 0.81
H 3.50 -2.12 2.26
H 1.99 -1.65 5.46
H 2.59 -2.30 -4.69
H 0.54 -2.24 7.37
H -3.74 -2.54 2.56
H -1.77 3.93 -4.74
H -5.47 3.06 1.17
H -2.92 -0.81 4.30
H -0.74 -2.67 -0.73
H -6.87 2.17 0.77
H -4.37 -1.17 1.63
H -3.26 2.42 0.27
H -2.55 4.14 -3.16
H 2.11 -5.09 0.49
H 1.19 -4.21 -0.73
H 4.84 2.69 -1.70
H -1.95 -2.75 4.14
H 3.72 -3.85 1.97
```

Output
- DFT total energy (eV) = -160733.885
- molecular weight (g mol⁻¹) = 857.93
- charge = -1
- HOMO-LUMO gap (spin up / spin down) (eV) = 4.916 / 4.928
- HOMO energy (spin up / spin down) (eV) = -3.08 / -3.08

---

No. 6
Below is a molecular structure, C35H30IrN2O5PS at a distorted geometry, with properties calculated with ωB97M-V/def2-TZVPD.

XYZ file:
```
75
Properties=species:S:1:pos:R:3
Ir 0.66 -1.35 -0.15
S -1.42 -1.70 -1.36
P 0.50 1.01 0.53
O -0.81 -2.02 1.48
O -4.11 2.23 -6.18
O 4.99 -1.48 -2.47
O 2.69 -1.74 -0.76
O -4.36 0.19 -7.01
N 1.75 -1.74 1.87
N 0.93 -1.83 2.92
C -2.78 -0.98 -5.03
C -0.90 1.33 1.64
C -1.75 -2.09 6.14
C -3.28 1.14 1.96
C 0.80 1.41 -2.15
C -0.45 3.87 -2.30
C -2.65 -2.17 3.52
C -1.89 -0.85 -2.80
C -3.92 0.90 -6.13
C -0.84 -1.98 5.10
C 6.42 -1.05 0.82
C -2.19 1.18 1.12
C 3.85 -1.54 -0.26
C -2.15 -1.58 -3.97
C 0.68 2.03 -3.37
C 6.23 -1.11 -0.56
C -3.55 -2.28 4.56
C 0.05 3.27 -3.44
C -2.21 0.51 -2.77
C -3.16 0.37 -4.97
C 1.93 1.85 1.32
C 4.99 -1.36 -1.11
C 3.02 -1.61 2.11
C -1.29 -2.03 3.79
C 0.30 2.00 -0.99
C -1.83 1.39 3.85
C 5.36 -1.24 1.66
C -0.32 3.24 -1.07
C -3.10 -2.25 5.87
C 4.07 -1.48 1.16
C -2.85 1.11 -3.83
C -3.11 1.24 3.33
C 3.83 -1.30 -3.25
C -0.73 1.43 3.02
C -0.36 -1.96 2.64
H -0.04 3.77 -4.40
H 7.41 -0.84 1.21
H 4.11 -1.59 -4.26
H -3.68 2.68 -5.43
H -3.96 1.20 3.99
H 2.75 1.83 0.59
H -3.04 -1.53 -5.92
H 1.04 1.56 -4.27
H 0.22 -1.87 5.29
H 3.31 -1.58 3.16
H 5.50 -1.19 2.73
H -4.60 -2.41 4.36
H -2.96 -2.20 2.49
H -2.31 1.07 0.05
H -3.13 2.15 -3.71
H 7.05 -0.97 -1.25
H -4.27 1.00 1.54
H -1.69 1.44 4.92
H -1.40 -2.04 7.16
H -3.80 -2.37 6.69
H 3.00 -1.92 -2.91
H -0.71 3.71 -0.17
H 2.24 1.29 2.20
H 3.52 -0.25 -3.25
H -1.98 1.09 -1.89
H 0.26 1.53 3.45
H 1.69 2.88 1.58
H -1.88 -2.62 -4.01
H 1.25 0.42 -2.07
H -0.95 4.82 -2.36
```

Output
- DFT total energy (eV) = -72961.278
- ΔE to the lowest compared entry with this formula, charge and spin (kcal per mole) = 86.9
- molecular weight (g mol⁻¹) = 813.89
- HOMO-LUMO gap (spin up / spin down) (eV) = 5.922 / 5.918
- HOMO energy (spin up / spin down) (eV) = -7.51 / -7.50

---

No. 7
Below is a molecular structure, C5H8N4O2 at a distorted geometry, with properties calculated with ωB97M-V/def2-TZVPD.

XYZ file:
```
19
Properties=species:S:1:pos:R:3
O 0.69 -1.33 -1.98
O 2.21 1.03 -1.68
N 0.81 0.36 1.42
N -0.69 -0.87 2.52
N -2.14 -1.60 0.80
N 0.21 2.06 -1.81
C 0.19 -0.23 -1.48
C -0.95 -1.01 1.22
C -0.05 -0.26 0.47
C 1.01 1.04 -1.64
C 0.35 -0.01 2.66
H -0.88 0.01 -1.67
H 0.69 3.04 -1.87
H 0.75 0.31 3.63
H -2.71 -2.11 1.45
H 1.66 -1.37 -1.85
H -0.69 2.11 -1.32
H 1.68 0.89 1.28
H -2.14 -2.04 -0.15
```

Output
- DFT total energy (eV) = -15368.617
- ΔE to the lowest compared entry with this formula, charge and spin (kcal per mole) = 60.0
- molecular weight (g mol⁻¹) = 156.15
- HOMO-LUMO gap (eV) = 8.189
- HOMO energy (eV) = -7.57

---

No. 8
Below is a molecular structure, CH14Na5O11 at a distorted geometry, with properties calculated with ωB97M-V/def2-TZVPD.

XYZ file:
```
31
Properties=species:S:1:pos:R:3
Na 1.74 -1.55 -2.65
Na -1.48 -2.26 -1.31
Na -1.01 -0.24 -4.10
Na -2.06 2.40 -1.15
Na 1.19 2.16 -2.48
O -0.13 -3.27 1.26
O 2.20 3.02 -0.11
O -2.68 -0.78 1.69
O -3.05 0.73 -2.35
O 2.80 -1.25 0.20
O -0.04 -0.03 -2.05
O 0.69 -3.46 -2.01
O 0.01 1.44 -0.37
O 0.21 0.47 2.74
O -0.08 -0.77 0.05
O -0.78 3.22 2.05
C -0.06 0.22 -0.75
H -0.59 2.53 1.42
H 0.33 -3.58 2.04
H 1.07 0.15 3.03
H 2.00 3.67 0.58
H 3.36 -0.55 -0.15
H 1.89 -0.93 0.20
H 0.42 -3.01 -1.21
H -0.63 2.78 2.90
H -3.08 -1.35 1.03
H 0.11 -2.35 1.13
H -1.74 -0.74 1.46
H -2.23 0.62 -2.81
H 0.18 0.27 1.79
H 1.43 2.43 -0.09
```

Output
- DFT total energy (eV) = -45867.433
- molecular weight (g mol⁻¹) = 317.06
- charge = +1
- HOMO-LUMO gap (eV) = 5.727
- HOMO energy (eV) = -11.39

---

No. 9
Below is 2 unconnected molecules or ions with the total composition C7H6N4O at a distorted geometry, with properties calculated with ωB97M-V/def2-TZVPD.

XYZ file:
```
18
Properties=species:S:1:pos:R:3
O 0.02 3.11 0.60
N 0.78 -0.77 -0.82
N 2.93 -0.61 -0.33
N 2.29 -0.80 0.79
N 1.01 -0.89 0.47
C -1.09 1.23 -0.25
C 2.00 -0.59 -1.30
C -2.92 -0.61 -0.28
C -1.94 0.38 -0.26
C -0.06 2.26 -0.24
C -0.03 -1.10 1.45
C -3.76 -1.47 -0.29
H -0.56 -2.04 1.22
H -0.72 -0.28 1.44
H 0.66 2.20 -1.09
H -4.55 -2.25 -0.29
H 2.22 -0.45 -2.35
H 0.47 -1.17 2.43
```

Output
- DFT total energy (eV) = -15358.258
- ΔE to the lowest compared entry with this formula, charge and spin (kcal per mole) = 142.3
- molecular weight (g mol⁻¹) = 162.15
- SMILES string = C#CC#CC=O.Cn1ncnn1
- HOMO-LUMO gap (eV) = 9.494
- HOMO energy (eV) = -10.19

---

No. 10
Below is 2 unconnected molecules or ions with the total composition C5H14O2 at a distorted geometry, with properties calculated with ωB97M-V/def2-TZVPD.

XYZ file:
```
21
Properties=species:S:1:pos:R:3
O 6.70 0.24 1.11
O -1.49 -2.23 1.17
C -1.23 2.27 -1.33
C -0.26 1.11 -0.95
C -1.00 -0.18 -1.23
C -1.71 -0.81 1.13
C -2.20 -0.44 -0.30
H -0.65 3.18 -1.45
H 0.18 1.24 0.03
H 6.48 -0.57 0.62
H -1.35 -0.26 -2.25
H -1.95 2.22 -2.16
H -1.60 -2.54 2.07
H -1.86 2.47 -0.47
H -2.90 0.36 -0.12
H 6.38 -0.08 1.97
H -0.34 -1.11 -1.25
H -2.52 -0.48 1.79
H -2.84 -1.28 -0.57
H -0.76 -0.35 1.45
H 0.58 1.24 -1.62
```

Output
- DFT total energy (eV) = -9506.141
- ΔE to the lowest compared entry with this formula, charge and spin (kcal per mole) = 19.8
- molecular weight (g mol⁻¹) = 106.16
- SMILES string = CCCCCO.O
- HOMO-LUMO gap (eV) = 11.085
- HOMO energy (eV) = -10.20

---

No. 11
Below is 2 unconnected molecules or ions with the total composition C31H31NO2 at a distorted geometry, with properties calculated with ωB97M-V/def2-TZVPD.

XYZ file:
```
65
Properties=species:S:1:pos:R:3
O -1.42 0.14 -3.18
O 6.04 -4.43 0.99
N 0.55 -0.10 2.71
C 1.94 0.96 -2.08
C 8.68 -0.85 3.57
C 1.85 -4.82 0.43
C 3.88 -0.99 0.37
C -0.17 1.12 3.09
C 2.04 0.26 -0.84
C -0.33 0.18 -2.36
C 8.24 -2.92 1.73
C 5.35 -3.40 0.92
C -1.65 0.72 3.10
C -1.67 -0.83 3.14
C 7.48 -0.91 2.85
C 1.17 -6.03 0.25
C 3.28 -2.28 0.18
C 9.47 -2.81 2.38
C 3.93 -3.45 0.47
C -0.21 -1.27 3.19
C 9.69 -1.80 3.32
C 7.21 -1.98 1.96
C -2.63 -0.50 -2.72
C 0.86 -0.34 -0.33
C 3.95 -5.92 -0.08
C 1.88 -7.18 -0.16
C 0.80 0.89 -2.83
C 1.93 -0.10 3.10
C 3.27 -7.11 -0.35
C -0.29 -0.44 -1.08
C 5.89 -2.07 1.31
C 3.28 0.19 -0.12
C 3.26 -4.75 0.28
C 5.14 -0.95 1.04
H -1.16 -0.98 -0.68
H 0.09 -1.52 4.23
H 2.81 1.52 -2.43
H 2.42 -1.02 2.73
H -2.47 -1.57 -2.56
H 10.26 -3.53 2.16
H 0.08 1.93 2.40
H -3.33 -0.33 -3.54
H -2.15 -1.23 2.25
H -2.15 1.16 3.97
H 2.44 0.76 2.66
H 1.34 -8.11 -0.34
H 2.06 -0.06 4.20
H 0.09 -6.08 0.43
H -3.00 -0.03 -1.80
H 0.86 -0.67 0.71
H 3.90 1.09 -0.08
H 0.14 1.45 4.10
H 2.28 -2.33 -0.27
H 8.07 -3.74 1.04
H 10.64 -1.73 3.85
H 5.03 -5.89 -0.15
H 0.03 -2.14 2.56
H 3.82 -7.98 -0.69
H 5.55 0.03 1.32
H 1.28 -3.93 0.72
H 6.72 -0.13 3.01
H 8.82 -0.06 4.31
H -2.14 1.10 2.20
H 0.74 1.35 -3.82
H -2.20 -1.20 4.02
```

Output
- DFT total energy (eV) = -38233.575
- ΔE to the lowest compared entry with this formula, charge and spin (kcal per mole) = 0.7
- molecular weight (g mol⁻¹) = 449.59
- SMILES string = COc1ccc(C=C2C=C(c3ccccc3)C(=O)C(c3ccccc3)=C2)cc1.CN1CCCC1
- HOMO-LUMO gap (eV) = 6.554
- HOMO energy (eV) = -7.60

---

No. 12
Below is 2 unconnected molecules or ions with the total composition C2H2N2O at a distorted geometry, with properties calculated with ωB97M-V/def2-TZVPD.

XYZ file:
```
7
Properties=species:S:1:pos:R:3
O 2.91 0.12 0.22
N 1.45 -2.31 -0.18
N 2.20 0.88 -0.27
C 0.77 -1.40 0.03
C 0.03 -0.27 0.33
H 0.03 0.26 1.24
H -0.69 -0.09 -0.34
```

Output
- DFT total energy (eV) = -7129.479
- ΔE to the lowest compared entry with this formula, charge and spin (kcal per mole) = 100.7
- molecular weight (g mol⁻¹) = 70.05
- HOMO-LUMO gap (spin up / spin down) (eV) = 9.030 / 7.997
- HOMO energy (spin up / spin down) (eV) = -9.37 / -9.06

---

No. 13
Below is C24H25N5O5S in the gas phase at a distorted geometry, with properties calculated with ωB97M-V/def2-TZVPD.

XYZ file:
```
60
Properties=species:S:1:pos:R:3
S 1.73 -1.70 0.26
O -0.47 1.04 -3.14
O 1.29 -1.89 3.62
O 1.42 2.03 1.47
O -0.07 3.17 -0.31
O 2.07 -2.07 -3.29
N -4.07 -0.74 -1.28
N -0.89 -1.64 -0.05
N 0.40 -0.33 -1.54
N -3.26 -1.43 -0.46
N -0.78 -2.19 2.75
C 3.57 1.54 -1.88
C 0.56 -2.26 2.72
C -3.30 -0.01 -2.05
C -1.82 0.52 2.37
C -2.61 1.12 1.41
C 1.12 -2.92 1.47
C -2.06 2.02 0.50
C -1.49 -1.55 3.83
C -1.97 -1.15 -0.70
C 0.25 -1.18 -0.49
C 0.72 -2.31 -3.59
C 2.47 -0.87 -2.78
C 2.28 1.48 2.44
C -0.81 3.83 -1.31
C 3.79 -0.51 -3.09
C -2.44 -0.45 3.34
C 0.10 1.70 1.51
C -1.94 -0.21 -1.74
C -0.71 2.32 0.53
C -0.46 0.83 2.42
C -0.68 0.27 -2.24
C 2.28 1.20 -1.54
C 1.73 -0.01 -1.97
C 4.33 0.67 -2.64
H 0.24 -1.43 -4.03
H 1.68 1.86 -0.94
H -2.70 2.48 -0.24
H 0.72 -3.11 -4.33
H -3.31 -0.91 2.87
H 3.28 1.85 2.19
H 0.16 0.39 3.18
H 2.29 0.39 2.41
H 0.38 -3.55 0.96
H 4.35 -1.20 -3.70
H 3.98 2.48 -1.54
H -3.66 0.90 1.35
H -3.65 -2.06 0.22
H -1.21 3.13 -2.04
H 2.00 -3.50 1.73
H -1.27 -2.31 1.87
H -0.74 -1.16 4.52
H -1.63 4.42 -0.88
H -3.72 0.64 -2.80
H -2.08 -2.31 4.37
H 0.15 -2.65 -2.72
H -0.11 4.50 -1.80
H 5.35 0.92 -2.90
H -2.80 0.09 4.22
H 2.02 1.81 3.45
```

Output
- DFT total energy (eV) = -53817.438
- ΔE to the lowest compared entry with this formula, charge and spin (kcal per mole) = 28.1
- molecular weight (g mol⁻¹) = 495.56
- SMILES string = COc1ccc(CCNC(=O)CSc2nc3[nH]ncc3c(=O)n2-c2ccccc2OC)cc1OC
- HOMO-LUMO gap (eV) = 8.513
- HOMO energy (eV) = -8.02